The following is a DFT calculation (ωB97M-V with the def2-TZVPD basis set) of a molecular structure, C35H22F5I2LuN5O3S in a non-equilibrium geometry.

```
! wB97M-V def2-TZVPD RIJCOSX def2/J DEFGRID3
* xyz -1 1
Lu -1.6108 0.7448 0.8179
O -2.1571 -1.6084 -2.9411
C -1.9959 -0.6857 -2.1034
N -2.3974 -0.6710 -0.8326
C -3.1989 -1.8258 -0.4930
C -3.6673 -1.7451 0.9040
C -4.6562 -2.5811 1.4527
C -5.0159 -2.5433 2.7750
C -4.4342 -1.6291 3.6063
C -3.5233 -0.7815 2.9876
N -3.1586 -0.8115 1.6737
C -0.9971 0.4309 -2.4302
C -0.6282 0.6871 -3.7658
C 0.1465 1.8459 -4.0780
C 0.4943 2.6986 -3.0024
C 0.1068 2.2723 -1.6765
N -0.5915 1.2157 -1.4156
H -2.6754 -2.7550 -0.6765
H -4.1487 -1.7314 -1.0785
H -5.1841 -3.3695 0.8568
H -5.7155 -3.3162 3.0479
H -4.5337 -1.6064 4.6560
H -3.0193 0.0050 3.5683
H -0.9794 0.0539 -4.5383
H 0.3672 2.0834 -5.1021
H 1.1437 3.5456 -3.0576
H 0.3464 2.9395 -0.7706
O -2.8235 2.1142 2.1667
C -2.4562 2.9932 1.3156
O -2.4974 2.7938 0.0944
C -1.8230 4.2734 1.7937
C -2.4649 5.4505 1.9112
C -1.7956 6.6082 2.3840
C -0.4589 6.4695 2.8007
C 0.2554 5.2506 2.6655
C -0.4205 4.1272 2.1521
S 0.4186 2.6383 1.8541
H -3.5285 5.5508 1.7368
H -2.3371 7.4956 2.4505
H 0.0571 7.2176 3.3556
H 1.3173 5.1238 2.9879
F 1.8895 -0.1003 0.0515
C 1.6651 -0.5777 1.3120
C 0.3479 -0.7425 1.7833
C 0.2588 -1.3973 2.9881
F -0.9430 -1.7841 3.5167
C 1.3308 -1.8909 3.7266
F 1.1183 -2.4428 4.9318
C 2.5854 -1.6466 3.1957
F 3.6689 -2.0400 3.9107
C 2.7987 -1.0580 1.9423
F 4.0275 -0.8779 1.3926
I 7.8310 -0.4490 -4.7307
C 6.0797 0.1419 -3.7233
C 5.8476 1.5081 -3.4915
C 4.7655 1.7400 -2.6563
C 4.0677 0.7311 -2.0375
C 4.3625 -0.5639 -2.4596
N 5.3656 -0.8495 -3.3100
H 6.4597 2.2390 -3.9793
H 4.4957 2.7809 -2.4438
H 3.3120 0.9385 -1.2906
H 3.7765 -1.4065 -2.1111
I 1.9069 -6.3625 1.0556
C 1.0871 -5.2825 -0.5533
C 0.5728 -4.0265 -0.3550
C -0.0685 -3.4079 -1.4178
C -0.1394 -4.0711 -2.6594
N 0.2863 -5.3437 -2.8465
C 0.8251 -5.9178 -1.7230
H 0.7704 -3.5219 0.6009
H -0.6460 -2.5457 -1.2062
H -0.5670 -3.7140 -3.6351
H 1.1021 -7.0266 -1.8307
*
```

Calculated values
Energy relative to the best compared isomer or geometry (same formula, charge and spin), kcal/mol: 24.4
LUMO energy, eV: 2.0
Energy, Eh: -4575.0912
Kohn-Sham gap, eV: 6.70

***

The following is a DFT calculation (ωB97M-V with the def2-TZVPD basis set) of a molecular structure, C35H23BrF4N2O2PRu in a non-equilibrium geometry.

```
! wB97M-V def2-TZVPD RIJCOSX def2/J DEFGRID3
* xyz 2 6
Ru 12.3519 -3.8099 12.2471
C 11.2521 -6.2708 14.5825
O 12.3133 -5.6975 13.7869
C 13.5923 -5.8665 14.2712
C 13.8950 -6.5786 15.4574
C 15.2401 -6.6653 15.8867
C 16.2661 -6.0675 15.1694
C 15.9792 -5.4168 13.9629
C 14.6492 -5.2576 13.5059
N 14.2423 -4.4675 12.4530
N 15.2915 -3.9601 11.8271
C 15.1017 -3.4090 10.6335
C 13.8482 -3.4348 9.8670
O 12.7653 -4.0294 10.3200
C 13.8171 -2.8552 8.5833
C 14.9123 -2.2264 8.0317
C 16.1490 -2.1737 8.7274
C 17.2665 -1.5292 8.1594
C 18.4742 -1.4925 8.8400
C 18.5884 -2.1266 10.0660
C 17.4882 -2.7345 10.6587
C 16.2638 -2.7738 10.0223
H 11.4396 -7.3266 14.7910
H 10.3420 -6.1754 13.9750
H 11.1248 -5.7245 15.5431
H 13.1421 -7.0799 16.0759
H 15.4726 -7.1853 16.8332
H 17.3063 -6.1150 15.4894
H 16.7609 -4.9252 13.3958
H 12.8681 -2.8984 8.0323
H 14.8104 -1.7504 7.0465
H 17.2331 -1.0813 7.1483
H 19.3552 -1.0080 8.4277
H 19.5356 -2.1650 10.6216
H 17.5382 -3.1908 11.6519
F 6.7742 -0.5955 15.1068
C 8.0515 -0.9967 14.8545
C 9.1161 -0.4632 15.5748
F 8.8800 0.5107 16.4847
C 10.4166 -0.8809 15.2821
F 11.3985 -0.2436 16.0259
C 10.6676 -1.8135 14.2919
P 12.3273 -2.3468 13.8896
C 13.1120 -2.7721 15.4178
C 12.2991 -3.2425 16.4466
C 12.8859 -3.5800 17.6523
C 14.2634 -3.4899 17.8022
C 15.0696 -2.9585 16.7977
C 14.4852 -2.6009 15.5927
C 13.0242 -0.8493 13.1525
C 13.6822 0.0062 14.0305
C 14.3488 1.1246 13.5377
C 14.3673 1.3621 12.1702
C 13.6204 0.5756 11.3093
C 12.9387 -0.5372 11.7974
C 9.6323 -2.3646 13.5582
Br 9.8820 -3.5595 12.0391
C 8.3509 -1.9613 13.8486
F 7.2990 -2.4763 13.1730
H 11.2081 -3.2764 16.3204
H 12.2769 -3.9487 18.4664
H 14.7037 -3.8149 18.7506
H 16.1496 -2.8543 16.9705
H 15.0776 -2.2604 14.7452
H 13.7094 -0.2040 15.0984
H 14.8370 1.7904 14.2455
H 14.9633 2.1917 11.7667
H 13.5824 0.7837 10.2349
H 12.3795 -1.1749 11.0974
*
```

Calculated values
Energy relative to the best compared isomer or geometry (same formula, charge and spin), kcal/mol: 0.0
LUMO energy (alpha / beta), eV: -6.8 / -8.9
<S²>: 8.815
Energy, Eh: -5016.5488
Kohn-Sham gap (alpha / beta), eV: 5.59 / 5.18

***

The following is a DFT calculation (ωB97M-V with the def2-TZVPD basis set) of a molecular structure, C35H23BrN5NaOS2 in a non-equilibrium geometry.

```
! wB97M-V def2-TZVPD RIJCOSX def2/J DEFGRID3
* xyz -2 1
Na 0.3967 0.2136 -0.6948
Br 6.7013 0.3740 -5.2720
C 5.0479 0.4776 -4.3036
C 4.2850 1.6611 -4.3551
C 3.0936 1.7341 -3.6872
C 2.5367 0.6244 -2.9400
O 1.4115 0.6996 -2.4015
C 3.3954 -0.5451 -2.8633
C 3.0724 -1.7025 -2.0539
N 1.9860 -1.8909 -1.4167
C 1.7188 -3.1017 -0.7907
C 2.1095 -4.3274 -1.2731
C 1.7110 -5.5295 -0.6430
C 0.9043 -5.5113 0.4565
C 0.4659 -4.2648 0.9807
C -0.3913 -4.1578 2.1007
C -0.7515 -2.9290 2.5625
C -0.2488 -1.7840 1.9014
N 0.5220 -1.8385 0.8502
C 0.8819 -3.0616 0.3753
C 4.6181 -0.5843 -3.5574
H 4.6570 2.5120 -4.9128
H 2.5017 2.6424 -3.7018
H 3.8797 -2.4515 -1.9864
H 2.6917 -4.3687 -2.1851
H 2.0395 -6.4778 -1.0570
H 0.5794 -6.4321 0.9311
H -0.7553 -5.0635 2.5749
H -1.4199 -2.8115 3.4062
H -0.4970 -0.7922 2.2667
H 5.2222 -1.4850 -3.5009
C -4.2720 3.6588 -0.8865
C -3.4615 2.8889 -1.7092
C -2.1532 2.6090 -1.3356
C -1.6573 3.0750 -0.1262
C -2.4659 3.8506 0.6978
C -3.7657 4.1441 0.3164
N -0.3019 2.6948 0.1846
N -0.0346 2.8385 1.3652
C 1.2614 2.3647 1.7593
C 1.7760 2.9429 2.9303
C 2.9311 2.4238 3.4834
C 3.5830 1.3637 2.8398
C 3.0968 0.8840 1.6259
C 1.8778 1.3118 1.0596
H -5.2928 3.8764 -1.1771
H -3.8491 2.4893 -2.6377
H -1.5074 2.0021 -1.9630
H -2.0636 4.1974 1.6412
H -4.3957 4.7351 0.9706
H 1.2981 3.8160 3.3781
H 3.3297 2.8441 4.4006
H 4.4572 0.9129 3.3055
H 3.6784 0.1172 1.1100
S -1.8760 -2.1662 -2.4515
C -2.6652 -1.3982 -1.1752
N -2.2123 -0.4949 -0.3255
C -3.1521 -0.1158 0.6222
C -2.9454 0.8216 1.6387
C -3.9682 1.1085 2.5340
C -5.2073 0.4746 2.4419
C -5.4342 -0.4572 1.4328
C -4.4127 -0.7412 0.5331
S -4.3828 -1.8402 -0.8062
H -1.9903 1.3364 1.7108
H -3.7966 1.8457 3.3103
H -5.9968 0.7142 3.1455
H -6.3944 -0.9563 1.3466
*
```

Calculated values
Energy relative to the best compared isomer or geometry (same formula, charge and spin), kcal/mol: 9.4
LUMO energy, eV: 3.9
Energy, Eh: -5229.3377
Kohn-Sham gap, eV: 5.40

***

The following is a DFT calculation (ωB97M-V with the def2-TZVPD basis set) of a molecular structure, C35H24Br3ClF3N2O3PRu in a non-equilibrium geometry.

```
! wB97M-V def2-TZVPD RIJCOSX def2/J DEFGRID3
* xyz 1 2
Ru -1.0066 -0.4685 -0.5328
Cl -0.6660 -2.5999 0.6492
C 0.7723 -2.4205 1.6359
C 1.0988 -3.5061 2.4273
C 2.1811 -3.4136 3.2858
C 2.9154 -2.2384 3.3426
C 2.5851 -1.1732 2.5212
C 1.5063 -1.2457 1.6394
P 1.1262 0.1457 0.5100
C 1.4141 1.6654 1.4804
C 0.3399 2.4676 1.8595
C 0.5425 3.6011 2.6327
C 1.8284 3.9608 3.0035
C 2.9112 3.2101 2.5638
C 2.7122 2.0742 1.7973
C 2.5486 0.2495 -0.6027
C 3.6571 -0.5824 -0.5485
C 4.6963 -0.3831 -1.4492
C 4.6248 0.6287 -2.3927
C 3.5120 1.4608 -2.4455
C 2.4782 1.2762 -1.5471
H 0.5104 -4.4123 2.3725
H 2.4388 -4.2544 3.9149
H 3.7515 -2.1498 4.0226
H 3.1738 -0.2688 2.5734
H -0.6492 2.2157 1.5172
H -0.3017 4.2067 2.9362
H 1.9925 4.8435 3.6072
H 3.9192 3.5166 2.8094
H 3.5682 1.5275 1.4232
H 3.7190 -1.3800 0.1791
H 5.5731 -1.0152 -1.4010
H 5.4345 0.7671 -3.0966
H 3.4622 2.2586 -3.1740
H 1.6024 1.9160 -1.5690
C -1.2744 -0.1520 3.1530
C -2.2124 0.7958 2.4765
C -2.8846 1.7793 3.2273
C -3.8263 2.5782 2.6439
C -4.1259 2.4112 1.2783
C -5.1524 3.0769 0.5724
Br -6.2908 4.2886 1.4650
C -5.3752 2.8085 -0.7493
C -4.5425 1.9163 -1.4368
Br -4.8396 1.5015 -3.2451
C -3.4983 1.2669 -0.7997
O -2.6799 0.4570 -1.4095
C -3.3400 1.4772 0.5745
N -2.4040 0.6893 1.1661
H -1.6066 -0.3636 4.1679
H -0.2693 0.2700 3.2081
H -1.2281 -1.0789 2.5929
H -2.6653 1.8754 4.2820
H -4.3595 3.3195 3.2237
H -6.1967 3.2794 -1.2707
F 2.9819 -3.2964 -2.9992
C 1.7927 -3.1180 -2.4370
F 1.9500 -3.2688 -1.1030
F 0.9795 -4.1089 -2.8408
C 1.1480 -1.7383 -2.7965
O 1.1360 -1.4225 -3.9593
O 0.6834 -1.1364 -1.7660
Br -2.4570 -3.2123 -6.6928
C -2.1575 -2.5967 -4.9448
C -1.8283 -1.2717 -4.7249
C -1.6244 -0.8600 -3.4245
N -1.7538 -1.6867 -2.3788
C -2.0611 -2.9639 -2.6045
C -2.2704 -3.4648 -3.8723
H -1.7150 -0.5756 -5.5419
H -1.3433 0.1600 -3.2201
H -2.1464 -3.6095 -1.7399
H -2.5155 -4.5059 -4.0194
*
```

Calculated values
Energy relative to the best compared isomer or geometry (same formula, charge and spin), kcal/mol: 96.2
LUMO energy (alpha / beta), eV: -4.5 / -4.8
<S²>: 0.784
Energy, Eh: -10601.2486
Kohn-Sham gap (alpha / beta), eV: 6.04 / 5.80

***

- Which value of energy relative to the best compared isomer or geometry (same formula, charge and spin) does entry 3 give?
  9.4 kcal/mol